[1]
Formula: C7H23N4Si
Source: the Open Molecules 2025 dataset
Level of theory: wB97M-V/def2-TZVPD

XYZ file:
```
35
Properties=species:S:1:pos:R:3:forces:R:3:mulliken_charge:R:1
C -1.650199 -2.698019 -0.492461 -3.143 -1.070 2.404 -1.0067
C -3.399223 -1.478142 0.658745 1.687 1.865 3.327 -0.9655
C 0.733804 -0.787581 0.114218 0.916 -0.112 -0.590 -1.0390
C 0.022699 1.394290 -1.020771 -3.018 -0.915 -3.125 -0.6583
C 3.975973 0.983803 -0.869515 1.081 0.729 0.301 -0.8517
C 4.301791 -0.563376 1.103673 -1.877 0.332 2.075 -0.9948
C -1.588910 -0.196117 -0.276356 -3.018 1.767 -0.409 0.5855
N -3.224678 1.342427 -0.645241 3.702 -1.493 0.827 -0.3141
N -2.134839 -1.342728 -0.023078 0.229 -1.923 -1.696 -0.0031
N -0.361695 0.100698 -0.442518 1.363 -0.194 0.610 0.0767
N 3.600351 0.655081 0.500685 0.401 -2.666 1.235 -0.2868
Si -3.410151 2.629210 0.539827 0.730 -1.111 0.693 0.3419
H -1.467401 -3.314186 0.546948 -0.315 1.167 -3.035 0.3506
H -2.557745 -3.105813 -1.112034 1.612 0.350 1.526 0.3351
H -0.865728 -2.701781 -1.175725 1.720 0.340 -0.664 0.3733
H -3.438401 -0.459439 1.135823 -1.063 -1.279 -0.085 0.3377
H -4.282175 -1.741214 0.143318 -0.602 -0.230 -1.193 0.3077
H -3.178285 -2.234020 1.449183 -0.641 0.557 -0.367 0.3824
H 0.281525 -1.610818 0.743715 0.743 1.260 -0.605 0.3265
H 1.347241 -1.227604 -0.732876 -1.155 0.188 0.650 0.2642
H 1.540661 -0.137427 0.580090 -1.243 -0.577 0.093 0.5732
H -0.439793 1.405378 -2.128891 1.350 0.263 2.472 0.3287
H -0.434411 2.175157 -0.461893 -0.279 0.656 0.403 0.1399
H 1.054115 1.461576 -1.020736 2.015 0.174 -0.116 0.2301
H 3.287300 0.452642 -1.537517 0.399 0.061 -0.122 0.2102
H 3.837386 2.075044 -1.001255 -0.033 -0.574 -0.116 0.3341
H 5.063010 0.773738 -1.139897 -1.288 0.033 0.282 0.3514
H 3.667853 -1.045742 2.035632 1.261 1.107 -2.597 0.2314
H 4.520827 -1.271978 0.353702 -0.043 -1.078 -0.732 0.3851
H 5.248812 -0.285767 1.571355 0.076 0.120 -0.162 0.3829
H -3.717476 0.664802 -1.187845 -0.651 -0.039 0.001 0.2726
H 3.871500 1.258451 1.236265 -0.004 1.965 -0.183 0.2262
H -4.481234 3.430048 -0.085260 0.010 0.053 0.313 -0.0630
H -2.070363 3.350908 0.670692 -0.818 -0.327 -0.256 -0.0889
H -3.652130 2.048498 1.970009 -0.102 0.602 -1.159 -0.0755
```
Positions in Å, forces in eV/Å.

Results
Charge ... +1
Gap between HOMO and LUMO (alpha / beta) ... 7.38 / 7.37 eV
Energy relative to the best compared isomer or geometry (same formula, charge and spin) ... 177.3 kJ/mol
HOMO (alpha / beta) ... -0.4379 / -0.4379 Eh
Multiplicity ... 1
Molecular weight ... 191.375 g mol⁻¹


[2]
Formula: C7H24Ba4O7
Source: the Open Molecules 2025 dataset
Level of theory: wB97M-V/def2-TZVPD

XYZ file:
```
42
Properties=species:S:1:pos:R:3:forces:R:3:mulliken_charge:R:1
Ba 3.148441 2.050707 2.708657 0.802 -1.464 0.922 1.7433
Ba 0.267555 3.701267 0.349527 -2.616 -0.353 -2.458 1.7843
Ba -1.917531 2.091609 3.485359 -1.911 -1.233 -0.038 1.8690
Ba 3.972318 2.262473 -1.405712 0.374 -1.788 -2.306 1.8323
O -1.324140 1.376156 0.985032 2.085 1.890 0.949 -1.0420
C -0.422221 0.278900 0.743911 0.385 -0.084 1.614 0.3240
C 0.888558 0.362235 -0.061462 -0.944 -0.150 -2.208 -0.6069
O 1.923448 1.361415 0.172136 0.703 2.064 1.832 -0.9511
H -1.000741 -0.524094 0.277049 0.208 -0.114 -0.033 0.3035
H -0.060695 -0.094658 1.728453 -0.435 -0.181 -0.084 -0.2181
H 0.606316 0.456751 -1.124569 0.052 0.240 0.120 0.3769
H 1.296768 -0.653740 -0.015811 0.210 0.152 0.460 0.1320
C -2.734949 3.548753 -2.517931 -0.180 -0.148 -0.003 -0.6749
O -1.724014 3.184554 -1.478742 0.838 0.368 1.245 -0.4929
H -3.666737 3.841056 -2.040664 0.099 0.062 0.148 0.2849
H -2.340606 4.373227 -3.098291 0.157 -0.032 -0.016 0.3328
H -2.911143 2.663349 -3.120340 0.113 0.032 -0.118 0.3020
H -2.133047 2.509836 -0.908478 -0.373 -0.243 -0.553 0.4323
C 2.796507 -3.028939 0.954236 -0.181 -0.020 0.250 -0.4683
O 1.410411 -3.366768 0.953394 0.249 0.590 -0.308 -0.5292
H 3.291230 -3.616286 1.724490 0.046 0.037 0.038 0.3613
H 3.306463 -3.223421 0.010337 -0.169 -0.057 -0.046 0.3006
H 2.898098 -1.950046 1.215682 0.135 -0.098 -0.066 0.0084
H 1.083980 -3.454134 0.052232 -0.002 -0.433 0.022 0.3113
C -4.738859 1.669044 0.236824 0.547 -0.703 0.197 -0.5626
O -3.761062 0.917081 -0.497734 0.172 0.510 -0.248 -0.4902
H -4.422933 2.719027 0.330413 -0.344 0.054 -0.011 0.2441
H -5.682236 1.570560 -0.290413 -0.055 0.283 -0.024 0.2638
H -4.877827 1.198192 1.224081 -0.143 0.231 0.000 0.2314
H -2.938946 0.938975 -0.002196 -0.087 -0.273 0.183 0.2181
C -0.736788 -2.683389 3.338244 0.415 -0.717 1.166 -0.3088
O 0.173842 -3.728005 3.422035 0.230 0.412 -0.584 -0.4089
H -1.214764 -2.743637 4.316577 -0.524 0.450 -0.210 0.3951
H -0.182033 -1.697469 3.290436 -0.130 0.129 -0.138 -0.1099
H -1.451262 -2.762336 2.512868 0.052 0.057 -0.072 0.2947
H 0.627818 -3.822703 2.565483 -0.116 -0.296 0.000 0.4050
C 4.046582 -1.050361 -3.568363 -0.212 -0.769 -0.946 -0.5947
O 3.298806 -0.120612 -2.691248 0.449 0.618 0.705 -0.3835
H 4.805338 -0.504372 -4.117928 0.152 0.129 0.279 0.2835
H 4.434501 -1.911434 -3.025913 0.291 0.415 0.373 0.2973
H 3.377337 -1.486062 -4.314840 -0.206 0.408 0.071 0.2963
H 2.588232 -0.652685 -2.316817 -0.136 0.024 -0.103 0.2137
```
Positions in Å, forces in eV/Å.

Results
Charge ... +6
Gap between HOMO and LUMO ... 2.42 eV
Energy relative to the best compared isomer or geometry (same formula, charge and spin) ... 24.4 kJ/mol
HOMO ... -0.8579 Eh
Multiplicity ... 1
Molecular weight ... 769.574 g mol⁻¹


[3]
Formula: C7H24N4O5Y
Source: the Open Molecules 2025 dataset
Level of theory: wB97M-V/def2-TZVPD

XYZ file:
```
41
Properties=species:S:1:pos:R:3:forces:R:3:mulliken_charge:R:1
O 0.659876 2.356358 0.074770 -5.030 -3.164 2.934 -0.6534
H 1.676562 2.642693 -1.581117 0.070 0.124 -0.021 0.0878
Y -1.315675 -0.166348 0.469353 2.401 0.857 2.126 1.6924
N -0.736418 -0.164523 -1.799360 0.327 -0.635 -3.479 0.2345
N -0.130898 -2.071109 -0.414409 1.330 -2.197 -2.191 0.1109
O -1.386301 0.825622 -2.557257 0.907 -1.300 0.842 -0.3859
O 0.044789 -3.212779 0.402390 0.983 0.388 -1.273 -0.5605
C -0.001607 -1.056869 -2.473774 -2.020 3.776 0.294 0.4537
C 0.382007 -2.160689 -1.647948 -0.729 -0.732 4.070 0.6897
C 0.323096 -0.953457 -3.918399 -0.020 -0.072 -0.412 -1.5408
C 1.217470 -3.314564 -2.084458 0.270 -0.100 -0.740 -1.9753
H -0.164908 -0.081371 -4.362648 0.135 -0.206 0.178 0.3573
H -0.005172 -1.852496 -4.460277 0.054 0.191 0.141 0.4135
H 1.408996 -0.864999 -4.067777 -0.229 0.023 0.101 0.3801
H 2.116557 -3.438719 -1.458026 -0.303 0.109 -0.062 0.4924
H 1.574366 -3.139929 -3.108003 -0.077 -0.111 0.335 0.3277
H 0.662076 -4.268072 -2.107815 0.050 0.338 0.091 0.4694
H -2.082840 1.137239 -1.914576 0.674 -0.090 -0.153 0.3861
H 0.645104 -3.803330 -0.112108 -0.539 0.103 0.852 0.3892
O -1.895717 -2.068791 1.727124 0.006 -0.788 0.230 -0.5439
H -2.536114 -2.301775 2.420504 0.373 0.005 -0.370 0.2711
H -1.320574 -2.853470 1.520965 -0.655 0.626 0.359 0.3276
C 2.112192 3.254260 -0.797635 3.584 2.081 -2.216 -0.8976
H 1.507470 4.086414 -0.449769 0.102 -0.011 -0.093 0.1234
H 2.925490 3.776951 -1.319467 0.728 0.377 -0.403 0.4046
H 2.640105 2.703902 -0.023891 0.002 0.105 -0.071 0.1392
O -2.796571 0.909748 -0.200519 -2.873 1.287 -1.061 -0.8633
H 0.145513 3.049551 0.522593 -0.016 -0.251 -0.131 0.0986
H -3.653233 1.345405 -0.334341 0.615 -0.204 0.120 0.2637
N 0.733837 0.334906 1.689256 0.243 -0.760 0.503 -0.4666
C 0.657644 0.601399 3.147741 0.492 -0.504 -0.394 -0.6259
C -0.543708 1.455522 3.495998 -0.542 0.260 -0.307 -0.5469
N -1.712599 1.138747 2.598504 -0.396 0.121 0.406 -0.5436
H 1.484360 -0.330937 1.494908 -0.017 0.221 0.262 0.2491
H 0.942004 1.232045 1.124648 -0.369 0.358 -0.246 0.3278
H 0.586798 -0.357844 3.674814 0.055 0.104 -0.061 0.3914
H 1.568179 1.108075 3.495985 -0.193 -0.130 0.053 0.3296
H -0.829685 1.275189 4.537508 0.112 0.167 -0.146 0.3493
H -0.300189 2.518042 3.388691 -0.106 -0.240 -0.049 0.2990
H -2.458188 0.707140 3.150836 0.273 0.128 -0.075 0.2758
H -2.144098 2.002852 2.256979 0.327 -0.253 0.057 0.2688
```
Positions in Å, forces in eV/Å.

Results
Charge ... +1
Gap between HOMO and LUMO ... 4.21 eV
Energy relative to the best compared isomer or geometry (same formula, charge and spin) ... 29.1 kJ/mol
HOMO ... -0.3287 Eh
Multiplicity ... 1
Molecular weight ... 333.198 g mol⁻¹